Record 1
DFT (wB97M-V/def2-TZVPD) results for a cluster of 2 separate species, C4H7NO in total.

Cartesian coordinates (Å):
C  -0.3063  -0.0093  2.1946
O  0.1058  0.9723  1.2165
C  -0.7950  1.2837  0.3327
C  0.5423  -0.3122  -2.1341
C  0.1188  -1.2657  -1.1104
N  -0.1924  -2.0451  -0.3147
H  -0.7731  -0.8517  1.6845
H  -1.0010  0.4657  2.8886
H  0.6007  -0.3219  2.7136
H  -0.2453  2.0436  -0.2867
H  0.6700  0.6849  -1.7061
H  1.4971  -0.6349  -2.5551
H  -0.2052  -0.2617  -2.9290

Atoms 1-3, force components in eV/Å:
0.0 -0.2 0.2
-0.4 0.1 -0.3
0.5 0.2 0.2

Results
Gap between HOMO and LUMO   0.3453 Ha
Energy   -7795.35960 eV
ΔE to the lowest compared entry with this formula, charge and spin   4.285 eV
LUMO   0.0252 Ha



Record 2
DFT (wB97M-V/def2-TZVPD) results for an isolated molecule of C4H7NO.

Cartesian coordinates (Å):
C  1.7239  0.5134  -0.5001
N  0.3014  0.7782  -0.7091
C  -0.4358  1.1001  0.5370
C  -0.5859  -0.1636  -0.1614
C  -1.1716  -1.3307  -0.3477
O  -2.0570  -1.9007  0.5265
H  2.2725  1.4561  -0.5864
H  2.0892  -0.1747  -1.2671
H  1.9301  0.0714  0.4888
H  0.1453  1.1504  1.4582
H  -1.2043  1.8623  0.4288
H  -1.0135  -1.9427  -1.2289
H  -1.9942  -1.4193  1.3613

Atoms 1-3, force components in eV/Å:
0.2 0.0 0.0
0.0 -0.1 -0.1
-0.1 0.2 0.2

Results
Gap between HOMO and LUMO   0.3357 Ha
Energy   -7796.47190 eV
SMILES   CN1C/C1=C\O
ΔE to the lowest compared entry with this formula, charge and spin   3.172 eV
LUMO   0.0305 Ha



Record 3
DFT (wB97M-V/def2-TZVPD) results for an isolated molecule of C4H7NO.

Cartesian coordinates (Å):
C  1.4416  0.0344  0.5878
C  0.4078  -0.1367  -0.5422
C  -0.8466  -0.9282  -0.0845
N  -1.5172  0.3560  0.0095
C  -0.5109  1.0934  -0.5477
O  -0.3962  2.2653  -0.8122
H  2.1850  0.7775  0.2925
H  1.0492  0.3770  1.5740
H  1.9273  -0.9247  0.7647
H  0.7900  -0.4272  -1.5397
H  -0.7308  -1.4514  0.8675
H  -1.3283  -1.6100  -0.7914
H  -2.4709  0.5747  0.2217

Atoms 1-3, force components in eV/Å:
0.3 -0.1 -0.1
0.1 0.0 0.2
-0.1 -0.2 0.2

Results
Gap between HOMO and LUMO   0.3929 Ha
Energy   -7798.71525 eV
SMILES   C[C@H]1CNC1=O
ΔE to the lowest compared entry with this formula, charge and spin   0.929 eV
LUMO   0.0364 Ha



Record 4
DFT (wB97M-V/def2-TZVPD) results for a cluster of 2 separate species, C4H7NO in total.

Cartesian coordinates (Å):
C  2.2350  0.4538  1.0739
C  0.3023  -0.4749  -0.4794
C  -1.0790  -1.1307  -0.2077
N  -1.6502  0.2125  -0.1820
C  -0.4598  0.8693  -0.3351
O  -0.1693  2.0405  -0.3474
H  2.5910  1.1070  0.2463
H  1.6005  1.1546  1.6612
H  1.1364  -0.7338  0.2477
H  0.6834  -0.6323  -1.4928
H  -1.1496  -1.6587  0.7475
H  -1.4741  -1.7572  -1.0145
H  -2.5667  0.5501  0.0823

Atoms 1-3, force components in eV/Å:
0.4 0.1 0.2
0.1 0.0 -0.1
0.0 -0.3 0.1

Results
Gap between HOMO and LUMO (spin up / spin down)   0.3170 / 0.3170 Ha
Energy   -7793.98618 eV
ΔE to the lowest compared entry with this formula, charge and spin   5.658 eV
LUMO (spin up / spin down)   -0.0215 / -0.0215 Ha



Record 5
DFT (wB97M-V/def2-TZVPD) results for a cluster of 3 separate species, C4H7NO in total.

Cartesian coordinates (Å):
C  0.4947  1.7835  -0.0407
C  0.1745  0.3907  -0.4004
C  -0.5770  -0.5487  -1.2014
N  0.7495  -0.7208  -0.5040
C  0.2385  -2.1967  1.0877
O  0.9886  -3.0400  1.2118
H  1.2743  1.8423  0.7245
H  -0.3807  2.3639  0.2639
H  0.8861  2.2191  -0.9698
H  -1.0104  0.0918  1.3532
H  -1.4511  -1.0760  -0.8055
H  -0.5028  -0.4994  -2.2846
H  -0.8842  -0.6097  1.5654

Atoms 1-3, force components in eV/Å:
0.0 0.2 -0.1
0.4 -0.1 -0.5
-0.2 0.0 -0.3

Results
Gap between HOMO and LUMO   0.4096 Ha
Energy   -7795.30993 eV
ΔE to the lowest compared entry with this formula, charge and spin   4.334 eV
LUMO   0.0374 Ha



Record 6
DFT (wB97M-V/def2-TZVPD) results for an isolated molecule of C4H7NO.

Cartesian coordinates (Å):
C  -1.2598  0.1964  0.2699
C  0.7851  1.6819  0.5267
C  0.0015  -0.1420  -0.5935
C  0.7391  -1.2910  0.0978
N  -2.4477  0.0648  0.0676
O  0.6388  1.0812  -0.6560
H  0.9627  2.7373  0.4571
H  1.0275  1.1362  1.4177
H  -0.2409  -0.4200  -1.6330
H  0.8202  -1.1255  1.1685
H  1.7373  -1.4093  -0.3247
H  0.1861  -2.2129  -0.0615
H  -2.9501  -0.2970  -0.7366

Atoms 1-3, force components in eV/Å:
0.2 -0.1 -0.7
-0.5 0.1 0.2
-0.7 -0.8 0.3

Results
Gap between HOMO and LUMO (spin up / spin down)   0.2834 / 0.3124 Ha
Energy   -7794.55433 eV
ΔE to the lowest compared entry with this formula, charge and spin   5.090 eV
LUMO (spin up / spin down)   0.0069 / 0.0318 Ha